1.
This record from the Open Molecules 2025 dataset describes BrCu as an isolated structure. The level of theory is ωB97M-V/def2-TZVPD.

Output
Multiplicity = 2
Expectation value of S² = 0.753
M = 143.450 Da
Kohn-Sham gap (alpha / beta) = 10.1472 / 7.2687 eV
Total charge = +1
ΔE to the lowest compared entry with this formula, charge and spin = 3.3 kcal/mol

Last column: Mulliken charge in e.
Positions of all 2 atoms, in Å:
Cu1 0.12 0.41 1.25  0.75
Br1 -0.12 -0.41 -1.25  0.25

***

2.
This record from the Open Molecules 2025 dataset describes BrCu as an isolated structure. The level of theory is ωB97M-V/def2-TZVPD.

Output
Multiplicity = 2
Expectation value of S² = 0.753
M = 143.450 Da
Kohn-Sham gap (alpha / beta) = 10.2217 / 7.2362 eV
Total charge = +1
ΔE to the lowest compared entry with this formula, charge and spin = 2.2 kcal/mol

Last column: Mulliken charge in e.
Positions of all 2 atoms, in Å:
Cu1 9.37 7.91 27.30  0.73
Br1 11.37 8.34 25.73  0.27

***

3.
This record from the Open Molecules 2025 dataset describes one molecule with the formula BrFHOP in a non-equilibrium geometry. The level of theory is ωB97M-V/def2-TZVPD.

Output
Multiplicity = 3
Expectation value of S² = 2.007
M = 146.883 Da
Kohn-Sham gap (alpha / beta) = 6.2234 / 7.4990 eV
ΔE to the lowest compared entry with this formula, charge and spin = 13.0 kcal/mol

Last column: Mulliken charge in e.
Positions of all 5 atoms, in Å:
O1 0.63 0.14 0.27  -0.45
F1 1.20 -1.17 -1.86  -0.18
P1 1.60 -1.35 -0.31  0.37
Br1 3.54 -0.35 -0.23  -0.03
H1 -0.23 0.18 0.45  0.30

***

4.
This record from the Open Molecules 2025 dataset describes one molecule with the formula BrFHP in a non-equilibrium geometry. The level of theory is ωB97M-V/def2-TZVPD.

Output
Multiplicity = 1
SMILES = FPBr
M = 130.884 Da
Kohn-Sham gap = 9.4123 eV
ΔE to the lowest compared entry with this formula, charge and spin = 7.5 kcal/mol

Last column: Mulliken charge in e.
Positions of all 4 atoms, in Å:
F1 -0.63 -1.84 0.52  -0.17
P1 -0.68 -0.86 -0.71  0.30
Br1 -2.82 0.11 0.04  -0.22
H1 -0.12 0.31 0.01  0.10

***

5.
This record from the Open Molecules 2025 dataset describes one molecule with the formula BrH2NS in a non-equilibrium geometry. The level of theory is ωB97M-V/def2-TZVPD.

Output
Multiplicity = 1
M = 127.994 Da
Kohn-Sham gap (alpha / beta) = 8.2406 / 8.2406 eV
ΔE to the lowest compared entry with this formula, charge and spin = 0.0 kcal/mol

Last column: Mulliken charge in e.
Positions of all 5 atoms, in Å:
N1 0.99 -0.53 0.15  -0.44
S1 -0.08 0.57 -0.01  0.19
Br1 -2.38 -0.19 -0.11  -0.22
H1 1.11 -0.85 1.13  0.25
H2 0.36 0.99 -1.16  0.22

***

6.
This record from the Open Molecules 2025 dataset describes a 2-piece molecular cluster, BrH2OPS overall in a non-equilibrium geometry. The level of theory is ωB97M-V/def2-TZVPD.

Output
Multiplicity = 1
M = 160.960 Da
Kohn-Sham gap (alpha / beta) = 6.8967 / 7.0681 eV
ΔE to the lowest compared entry with this formula, charge and spin = 43.4 kcal/mol

Last column: Mulliken charge in e.
Positions of all 6 atoms, in Å:
O1 1.26 1.45 -0.67  -0.39
P1 1.55 0.59 0.67  0.41
S1 0.23 -1.84 -0.36  -0.42
Br1 3.57 -0.04 0.03  -0.07
H1 0.40 1.08 -1.10  0.38
H2 0.93 -2.92 -0.54  0.10

***

7.
This record from the Open Molecules 2025 dataset describes BrH2OPS as an isolated structure in a non-equilibrium geometry. The level of theory is ωB97M-V/def2-TZVPD.

Output
Multiplicity = 3
Expectation value of S² = 2.006
M = 160.960 Da
Kohn-Sham gap (alpha / beta) = 7.5535 / 6.6378 eV
ΔE to the lowest compared entry with this formula, charge and spin = 0.0 kcal/mol

Last column: Mulliken charge in e.
Positions of all 6 atoms, in Å:
O1 -0.84 -1.11 -0.94  -0.40
P1 -1.08 0.14 0.00  0.20
S1 0.77 0.03 1.12  -0.27
Br1 -1.48 2.16 -2.26  -0.07
H1 -1.68 -1.28 -1.50  0.37
H2 0.80 1.07 2.04  0.18

***

8.
This record from the Open Molecules 2025 dataset describes a 2-piece molecular cluster, BrH2PS2 overall in a non-equilibrium geometry. The level of theory is ωB97M-V/def2-TZVPD.

Output
Multiplicity = 1
M = 177.028 Da
Kohn-Sham gap (alpha / beta) = 5.5895 / 5.5873 eV
ΔE to the lowest compared entry with this formula, charge and spin = 50.0 kcal/mol

Last column: Mulliken charge in e.
Positions of all 6 atoms, in Å:
P1 -0.26 0.48 -0.82  0.38
S1 1.61 0.66 0.12  -0.13
S2 0.11 -1.63 -1.10  -0.20
Br1 -1.79 0.45 2.31  -0.52
H1 1.56 2.07 0.48  0.24
H2 -1.24 -2.04 -1.00  0.23

***

9.
This record from the Open Molecules 2025 dataset describes a 2-piece molecular cluster, BrH4N2OP overall in a non-equilibrium geometry. The level of theory is ωB97M-V/def2-TZVPD.

Output
Multiplicity = 1
SMILES = [H]/N=P(\Br)=N/[H].O
M = 158.923 Da
Kohn-Sham gap = 9.7995 eV
ΔE to the lowest compared entry with this formula, charge and spin = 53.3 kcal/mol

Last column: Mulliken charge in e.
Positions of all 9 atoms, in Å:
H1 -1.86 -2.11 -0.84  0.27
N1 -0.99 -1.68 -0.99  -0.56
P1 -1.27 -0.34 -0.29  0.75
Br1 -3.44 0.32 -0.12  -0.19
N2 -0.53 0.93 0.17  -0.57
H2 0.43 0.97 0.11  0.36
O1 2.39 0.77 0.34  -0.67
H3 3.27 0.41 0.41  0.30
H4 2.00 0.72 1.21  0.31

***

10.
This record from the Open Molecules 2025 dataset describes a 2-piece molecular cluster, BrH4N2P overall in a non-equilibrium geometry. The level of theory is ωB97M-V/def2-TZVPD.

Output
Multiplicity = 1
M = 142.924 Da
Kohn-Sham gap (alpha / beta) = 8.5153 / 7.1755 eV
ΔE to the lowest compared entry with this formula, charge and spin = 70.7 kcal/mol

Last column: Mulliken charge in e.
Positions of all 8 atoms, in Å:
N1 -0.94 -1.62 0.10  -0.63
N2 0.31 1.57 -0.41  -0.39
P1 0.51 0.51 0.81  0.32
Br1 2.32 -0.32 -0.02  -0.16
H1 -0.76 -2.51 0.62  0.16
H2 -1.88 -1.47 0.39  0.17
H3 0.75 1.39 -1.26  0.24
H4 -0.31 2.45 -0.22  0.29

***

11.
This record from the Open Molecules 2025 dataset describes BrH8NSi3 as an isolated structure in a non-equilibrium geometry. The level of theory is ωB97M-V/def2-TZVPD.

Output
Multiplicity = 1
M = 186.233 Da
Kohn-Sham gap = 10.5999 eV
ΔE to the lowest compared entry with this formula, charge and spin = 9.6 kcal/mol

Last column: Mulliken charge in e.
Positions of all 13 atoms, in Å:
N1 -0.09 -0.35 -0.23  0.30
Si1 1.05 -0.86 0.98  0.20
Si2 -0.72 -1.47 -1.38  0.30
Si3 -0.60 1.35 0.12  0.30
Br1 0.46 -3.27 -1.96  -0.24
H1 0.81 -2.24 1.31  -0.12
H2 0.62 -0.31 2.26  -0.12
H3 2.44 -0.75 0.57  -0.09
H4 -0.93 -0.84 -2.61  -0.14
H5 -0.62 1.49 1.60  -0.08
H6 -1.96 -2.24 -0.77  -0.08
H7 0.50 2.29 -0.30  -0.09
H8 -1.54 1.76 -0.84  -0.13

***

12.
This record from the Open Molecules 2025 dataset describes BrH8O4Zn as an isolated structure in a non-equilibrium geometry. The level of theory is ωB97M-V/def2-TZVPD.

Output
Multiplicity = 1
M = 217.354 Da
Kohn-Sham gap = 4.3478 eV
Total charge = +1
ΔE to the lowest compared entry with this formula, charge and spin = 128.6 kcal/mol

Last column: Mulliken charge in e.
Positions of all 14 atoms, in Å:
Zn1 20.04 2.27 20.01  0.85
Br1 20.56 2.93 22.28  0.00
O1 22.05 1.44 25.03  -0.53
H1 22.92 1.81 25.25  0.33
H2 21.86 1.78 24.15  0.26
O2 22.51 5.87 21.61  -0.59
H3 21.87 6.02 20.90  0.30
H4 22.00 5.45 22.32  0.31
O3 18.92 1.33 25.00  -0.56
H5 18.65 2.16 25.42  0.33
H6 18.96 1.52 24.06  0.26
O4 18.99 5.74 23.63  -0.56
H7 19.30 4.92 23.23  0.25
H8 19.37 5.76 24.52  0.35

***

13.
This record from the Open Molecules 2025 dataset describes a 2-piece molecular cluster, BrHNO overall in a non-equilibrium geometry. The level of theory is ωB97M-V/def2-TZVPD.

Output
Multiplicity = 1
M = 110.918 Da
Kohn-Sham gap (alpha / beta) = 8.0208 / 5.7873 eV
Total charge = -1
ΔE to the lowest compared entry with this formula, charge and spin = 64.1 kcal/mol

Last column: Mulliken charge in e.
Positions of all 4 atoms, in Å:
N1 0.38 0.44 -0.66  0.03
O1 0.16 -0.71 -0.45  -0.46
Br1 -1.28 1.49 -0.60  -0.44
H1 0.74 -1.22 1.71  -0.13

***

14.
This record from the Open Molecules 2025 dataset describes BrHf as an isolated structure in a non-equilibrium geometry. The level of theory is ωB97M-V/def2-TZVPD.

Output
Multiplicity = 1
M = 258.394 Da
Kohn-Sham gap = 6.6837 eV
Total charge = +3
ΔE to the lowest compared entry with this formula, charge and spin = 42.2 kcal/mol

Last column: Mulliken charge in e.
Positions of all 2 atoms, in Å:
Hf1 0.86 0.89 0.62  2.37
Br1 -0.86 -0.89 -0.62  0.63

***

15.
This record from the Open Molecules 2025 dataset describes one molecule with the formula BrI2P. The level of theory is ωB97M-V/def2-TZVPD.

Output
Multiplicity = 1
SMILES = BrP(I)I
M = 364.686 Da
Kohn-Sham gap = 8.5011 eV
ΔE to the lowest compared entry with this formula, charge and spin = 0.0 kcal/mol

Last column: Mulliken charge in e.
Positions of all 4 atoms, in Å:
Br1 0.00 -1.74 -0.83  -0.09
P1 0.00 0.04 0.49  0.04
I1 1.91 1.30 -0.35  0.03
I2 -1.91 1.30 -0.35  0.03

***

16.
This record from the Open Molecules 2025 dataset describes BrNO3 as an isolated structure in a non-equilibrium geometry. The level of theory is ωB97M-V/def2-TZVPD.

Output
Multiplicity = 1
M = 141.908 Da
Kohn-Sham gap (alpha / beta) = 6.2583 / 6.2583 eV
ΔE to the lowest compared entry with this formula, charge and spin = 49.3 kcal/mol

Last column: Mulliken charge in e.
Positions of all 5 atoms, in Å:
N1 -0.11 0.11 -0.13  1.12
O1 0.30 -0.45 0.97  -0.39
O2 0.58 -0.20 -1.07  -0.53
O3 -1.11 0.82 -0.03  -0.47
Br1 2.03 -2.05 1.57  0.28

***

17.
This record from the Open Molecules 2025 dataset describes BrO2V as an isolated structure in a non-equilibrium geometry. The level of theory is ωB97M-V/def2-TZVPD.

Output
Multiplicity = 1
M = 162.846 Da
Kohn-Sham gap = 7.3690 eV
ΔE to the lowest compared entry with this formula, charge and spin = 0.0 kcal/mol

Last column: Mulliken charge in e.
Positions of all 4 atoms, in Å:
O1 -1.17 0.26 1.04  -0.53
V1 -0.11 0.65 -0.07  1.33
O2 -0.66 0.07 -1.45  -0.53
Br1 1.95 -0.98 0.48  -0.26